{
  "formula": "H29O14",
  "method": "the ωB97M-V functional and the def2-TZVPD basis",
  "multiplicity": 2,
  "e_lumo_ha": [0.004, -0.005],
  "relative_energy_kcal_mol": 54.5,
  "symbols": ["O", "H", "O", "H", "H", "O", "H", "H", "O", "H", "H", "O", "H", "H", "O", "H", "H", "O", "H", "H", "O", "H", "H", "O", "H", "H", "O", "H", "H", "O", "H", "H", "O", "H", "H", "O", "H", "H", "O", "H", "H", "H", "H"],
  "positions_angstrom": [[-4.703219, 0.487570, -1.075236], [0.407373, 0.481283, -2.626743], [-2.303636, 0.787355, 2.454594], [-2.223307, 0.773096, 3.468773], [1.074283, -3.157529, 2.065164], [-0.378802, 1.638033, -1.581227], [-0.007869, 2.098144, 1.897911], [-0.066775, 1.912012, -0.752703], [3.330209, -0.286973, -0.865705], [4.207159, -0.265779, -1.141241], [3.401916, -0.027904, 0.023380], [-0.230426, -0.809397, 1.562167], [-1.090151, -0.318989, 1.188972], [-0.708209, -0.786312, 2.510087], [1.772020, -2.031484, -1.887294], [1.082318, -3.059466, 0.498099], [1.024572, -1.310311, -2.637509], [-2.042307, -1.312931, -2.531980], [-2.908165, -1.146235, -3.102914], [-2.256818, -1.191411, -1.522978], [4.022073, -0.313041, 1.485437], [3.293968, -0.935928, 1.679474], [2.419693, -1.177500, -1.570560], [-1.953330, -2.074007, -0.205331], [-2.829233, -1.833362, -0.319704], [-4.697420, 1.132961, -0.194828], [0.250743, -0.452814, -3.079741], [-1.536542, 3.186007, 0.824868], [-0.743593, 2.265239, -2.118674], [0.270900, 1.688502, 1.049455], [1.032961, -1.746908, -1.324497], [3.595180, 2.707441, 2.785674], [3.451962, 2.159533, 2.054912], [-2.132970, -2.956621, 0.020035], [2.574454, 2.452177, 1.801911], [-2.397243, 3.640963, 0.912607], [-3.075985, 0.683916, 2.156671], [-3.282145, 3.184262, 0.884709], [1.554114, -3.274883, 1.215175], [-0.696809, -0.647724, -2.675152], [4.198235, 0.370930, 2.016739], [-5.427877, -0.194264, -1.110898], [0.227273, 0.737384, 1.213306]],
  "atomic_forces_ev_per_a": [[0.03, 1.16, 1.81], [-0.26, -1.88, -0.74], [10.99, 1.38, 5.56], [-0.92, 0.02, -2.22], [0.06, 0.11, -1.52], [1.00, -4.03, -0.75], [0.05, -0.46, -0.80], [0.52, 1.17, 2.18], [-2.55, -0.32, -2.97], [2.41, -0.13, -1.13], [0.00, 0.57, 2.95], [-4.06, 1.48, 2.15], [2.11, -1.70, 0.32], [1.95, -0.40, -2.45], [-0.07, 3.11, 0.13], [-3.25, 1.37, -3.57], [-0.20, 0.83, -1.03], [-3.11, 0.97, -0.10], [2.73, -0.17, 2.03], [0.51, -0.19, -3.34], [-0.70, -5.25, -3.77], [0.65, 0.85, 0.78], [-0.29, -2.01, -0.15], [2.45, 0.51, 0.85], [-3.47, 1.51, 0.22], [-0.56, -2.71, -2.71], [0.41, 1.17, 1.87], [-1.70, -0.77, -0.05], [-1.49, 2.94, -1.56], [0.42, 1.92, 0.56], [-0.12, -1.04, 1.13], [0.85, 1.29, 1.92], [-0.39, -0.52, -1.15], [0.45, -2.51, 0.63], [-0.50, -0.40, -0.64], [-0.51, 1.10, 0.05], [-10.26, -1.35, -3.22], [2.21, -0.34, -0.07], [3.30, -1.45, 5.16], [0.49, -0.33, -1.26], [0.00, 3.85, 3.64], [0.71, 1.32, 0.88], [0.12, -0.69, 0.39]],
  "lowdin_charge": [-0.254, 0.113, -0.063, 0.104, 0.060, 0.008, 0.061, -0.017, 0.037, 0.060, -0.019, -0.203, 0.057, 0.100, -0.020, -0.078, 0.098, -0.146, 0.140, 0.039, 0.000, 0.089, 0.098, -0.047, -0.013, 0.058, -0.034, -0.007, 0.024, -0.098, 0.051, 0.023, -0.018, 0.048, 0.033, -0.131, -0.137, 0.025, -0.021, 0.041, -0.039, 0.015, -0.037]
}

***

{
  "formula": "H29O15",
  "method": "the ωB97M-V functional and the def2-TZVPD basis",
  "total_charge": -1,
  "multiplicity": 1,
  "e_lumo_ha": 0.064,
  "relative_energy_kcal_mol": 93.1,
  "symbols": ["O", "H", "H", "O", "H", "H", "O", "H", "H", "O", "H", "H", "O", "H", "H", "O", "H", "H", "O", "H", "H", "O", "H", "H", "O", "H", "H", "O", "H", "O", "H", "H", "O", "H", "H", "O", "H", "H", "O", "H", "H", "O", "H", "H"],
  "positions_angstrom": [[-1.854055, -2.485030, -3.701559], [-2.316283, -2.758523, -2.919692], [-1.656332, 3.049332, -0.804885], [-1.080051, -0.202685, 5.061568], [-0.242585, -0.353277, 5.168243], [-1.080744, 0.679938, 4.540753], [-1.315041, 3.449290, -1.617542], [1.737396, 0.314426, -4.300071], [-0.598991, 1.592247, 0.148841], [-1.229729, 1.286501, 2.640571], [-1.320313, 1.631830, 1.595899], [-1.589476, 0.398441, 2.624433], [0.224368, 5.666870, -0.653095], [0.293266, 5.374922, -1.650619], [-1.313083, 0.016742, -0.136766], [-1.094778, -2.145078, 2.167028], [-0.343047, 0.091337, -2.614625], [-0.936405, -1.941479, 1.253786], [2.224249, 0.826470, -3.531303], [-0.153992, 4.783806, -0.436624], [2.662307, 1.596581, -3.823176], [1.617349, 1.136750, 2.914234], [0.603580, 1.109417, 2.852105], [-1.153496, -2.007997, -3.417581], [2.255924, -1.058400, -1.317907], [3.012755, -0.911909, -1.912759], [2.860081, -1.112956, -0.575394], [-0.405702, -0.305602, -3.436092], [0.491683, -0.185608, -3.779006], [3.617586, -2.284359, 3.278803], [3.104812, -1.513488, 2.870455], [3.303526, -2.276773, 4.210184], [1.775736, -3.372546, -3.454290], [1.177848, -2.962907, -2.783582], [2.549739, -2.828808, -3.449486], [-1.099210, -1.056604, -0.086113], [-1.766819, -0.973606, -0.814275], [2.015054, 1.763547, 3.408955], [-1.454804, 1.348535, 0.257520], [-0.924331, -1.186408, 2.471913], [-0.870760, 2.584432, -2.034827], [-3.646743, -1.468591, 2.071263], [-2.852280, -1.019312, 1.780230], [-3.228222, -2.289455, 1.934468]],
  "atomic_forces_ev_per_a": [[-3.52, -2.76, -1.84], [-0.34, -0.28, 0.50], [-0.34, -0.41, 0.30], [-7.36, 3.62, -2.08], [7.67, -1.63, 1.05], [-0.30, -1.93, 1.00], [1.78, -2.72, -1.69], [2.50, 2.40, 1.70], [4.37, 1.07, -0.85], [0.74, 0.93, 0.17], [-0.56, -1.58, 1.17], [-0.41, 0.15, -0.15], [0.01, -2.12, -3.09], [-0.03, 1.50, 2.53], [1.27, -0.04, 2.30], [0.91, 2.04, 2.28], [0.14, 1.16, 3.00], [0.06, -0.35, -1.66], [-2.08, -3.29, -1.06], [0.04, 0.78, 0.54], [0.50, 1.23, -1.17], [-2.63, -4.21, -3.06], [1.37, 0.87, 0.47], [3.49, 2.69, 1.28], [1.56, 0.01, -0.44], [-0.91, 0.30, -0.93], [-0.71, -0.29, 1.41], [0.42, -0.89, -2.86], [-1.01, -0.34, 0.48], [-1.28, 1.67, 0.12], [0.94, -1.53, 0.84], [0.28, -0.04, -0.96], [-1.39, -0.04, 0.51], [0.78, -0.41, -0.65], [0.63, 0.47, 0.17], [-1.63, 1.93, -3.05], [0.35, -1.99, 0.33], [1.06, 3.33, 2.54], [-3.87, 0.12, -0.53], [-0.19, -2.53, 0.16], [-1.54, 2.96, 1.28], [-0.88, 1.36, -0.17], [-0.10, 1.11, -0.15], [0.25, -2.35, 0.24]],
  "lowdin_charge": [-0.016, 0.029, 0.000, -0.016, -0.085, 0.067, -0.126, 0.105, -0.056, -0.177, 0.024, -0.019, -0.144, 0.076, 0.006, -0.102, 0.000, -0.050, -0.062, 0.002, 0.021, -0.061, 0.030, -0.091, -0.055, 0.027, 0.039, -0.003, 0.008, -0.112, 0.057, 0.039, -0.065, 0.043, -0.004, -0.179, 0.053, -0.048, -0.225, 0.050, 0.104, -0.054, -0.018, -0.009]
}